[1]
{
  "formula": "C5H11O2",
  "method": "ωB97M-V/def2-TZVPD",
  "symbols": ["C", "C", "H", "H", "H", "H", "H", "H", "C", "C", "C", "O", "O", "H", "H", "H", "H", "H"],
  "xyz": [[1.321992, 0.767328, -1.948217], [0.153697, -0.010836, -2.599495], [1.634720, 0.274523, -1.042849], [2.160919, 0.989399, -2.616120], [0.946612, 1.759809, -1.707039], [-0.728747, 0.108429, -1.976523], [0.525508, -1.014187, -2.787180], [-0.114594, 0.470848, -3.543370], [-0.928040, 0.194163, 1.741970], [-1.352648, -1.213508, 2.098912], [0.651616, 0.333170, 1.644290], [1.390663, -0.452881, 2.257305], [0.977897, 1.261961, 0.859155], [-1.120847, 0.433781, 0.703367], [-1.373880, 0.990223, 2.336230], [-0.603463, -1.620253, 2.760521], [-1.234866, -1.863060, 1.226266], [-2.306538, -1.408910, 2.592783]],
  "atomic_forces_ev_per_a": [[-0.77, 0.57, -0.72], [1.17, 1.12, -0.28], [0.25, 0.19, 0.23], [0.03, -0.61, -0.16], [0.06, -0.02, 0.54], [0.02, -0.71, 0.25], [-0.73, -0.36, 0.03], [0.06, -0.21, -0.22], [0.74, -0.24, -0.54], [0.42, -0.61, 0.05], [-0.37, 0.81, -0.18], [-0.09, -0.28, 0.25], [0.12, -0.07, 0.55], [-0.77, 0.05, -0.17], [0.16, -0.03, 0.26], [0.40, -0.02, 0.52], [-0.41, 0.04, -0.09], [-0.28, 0.40, -0.31]],
  "nbo_charge": [-0.60, -0.61, 0.25, 0.17, 0.21, 0.21, 0.19, 0.18, -0.54, -0.63, 0.77, -0.78, -0.81, 0.21, 0.19, 0.23, 0.19, 0.18],
  "total_charge": -1,
  "gap_ev": 8.000,
  "lumo_ev": 4.0,
  "homo_ev": -3.96,
  "e_above_lowest_kcal_mol": 12.6
}

---

[2]
{
  "formula": "C21H20N2OS",
  "method": "ωB97M-V/def2-TZVPD",
  "symbols": ["O", "C", "C", "C", "C", "C", "C", "C", "C", "C", "C", "C", "N", "N", "C", "C", "C", "C", "S", "C", "C", "C", "C", "C", "C", "H", "H", "H", "H", "H", "H", "H", "H", "H", "H", "H", "H", "H", "H", "H", "H", "H", "H", "H", "H"],
  "xyz": [[4.015409, -1.801235, -4.650306], [3.762399, -2.741168, -3.672197], [4.149122, -4.042481, -3.619119], [3.780102, -4.912690, -2.646940], [2.908601, -4.486038, -1.617918], [2.382294, -3.169599, -1.647948], [1.442638, -2.717002, -0.525369], [0.734609, -1.427594, -0.782023], [-0.562084, -1.372552, -1.223513], [-1.250835, -0.168852, -1.226017], [-0.621907, 1.055016, -0.697136], [-1.610985, 2.153520, -0.303244], [-0.983169, 3.383555, 0.244030], [-2.102009, 4.100106, 0.772975], [-3.016528, 3.179371, 1.523848], [-2.784652, 3.009744, 3.027205], [-3.264531, 3.695358, 4.235003], [-2.902109, 2.980617, 5.357539], [-1.955620, 1.489011, 5.024730], [-2.147477, 1.848941, 3.294966], [-1.752064, 0.990511, 2.133706], [-2.451935, 1.756928, 0.904606], [0.726571, 0.979190, -0.464239], [1.403428, -0.248860, -0.438386], [2.860164, -2.377065, -2.674902], [3.576869, -0.980945, -4.363645], [4.808573, -4.451948, -4.395227], [4.073556, -5.920426, -2.548620], [2.705849, -5.223694, -0.877572], [0.664734, -3.440462, -0.151628], [2.032801, -2.494774, 0.359634], [-0.971703, -2.285352, -1.590138], [-2.340618, -0.191194, -1.597410], [-2.197172, 2.426531, -1.202605], [-0.233283, 3.106483, 0.961860], [-1.610874, 4.771492, 1.297997], [-4.092838, 3.317885, 1.261477], [-3.836277, 4.690666, 4.223082], [-3.187080, 3.290186, 6.219822], [-0.679527, 0.844530, 2.175544], [-2.262699, -0.034892, 2.200190], [-3.340340, 1.155559, 0.576611], [1.269771, 1.803423, -0.239515], [2.391216, -0.227490, -0.031337], [2.469611, -1.312307, -2.607869]],
  "atomic_forces_ev_per_a": [[0.45, -0.68, 0.35], [-2.10, 1.36, 0.95], [2.49, -1.06, -2.89], [-2.15, 1.15, 2.70], [0.56, 0.56, -1.45], [0.63, -2.27, 0.49], [-0.34, -0.04, 0.07], [1.63, 0.87, 0.94], [-0.32, 1.12, -0.48], [-0.72, 1.10, 0.37], [-2.39, -2.25, -1.11], [1.68, 0.62, 0.43], [1.27, -1.05, -0.77], [-0.24, -0.60, -0.35], [1.38, -1.59, -0.46], [-0.73, 0.18, 0.08], [0.39, -0.17, -0.46], [1.51, -1.32, -6.44], [-1.42, 2.01, -1.09], [0.27, -0.42, 0.91], [-1.85, -0.67, -0.33], [-2.01, -0.37, 0.88], [-1.01, -2.20, -0.20], [-1.57, 0.20, -0.46], [-1.34, 2.64, 1.04], [0.25, -0.45, -0.21], [-0.18, 0.39, 0.11], [0.71, -0.90, -0.53], [-0.56, -0.13, 0.71], [1.00, 0.10, -0.90], [0.40, -0.34, 0.14], [-0.68, -0.44, -0.17], [1.78, 0.35, 0.80], [-0.02, 0.00, 0.69], [-1.69, 0.34, -0.78], [-0.28, 1.39, 1.23], [0.95, 0.25, 0.11], [0.93, -1.81, 0.21], [-1.31, 1.43, 5.90], [0.28, -0.04, -0.76], [0.95, 1.29, 0.01], [0.77, 0.33, 0.43], [1.43, 2.63, 0.95], [0.63, -0.33, -0.09], [0.57, -1.16, -0.56]],
  "nbo_charge": [-0.66, 0.31, -0.28, -0.19, -0.22, 0.00, -0.44, -0.03, -0.22, -0.20, 0.00, -0.11, -0.46, -0.47, -0.07, -0.13, -0.24, -0.34, 0.36, -0.13, -0.46, -0.18, -0.23, -0.17, -0.29, 0.48, 0.22, 0.21, 0.20, 0.23, 0.22, 0.21, 0.22, 0.23, 0.32, 0.36, 0.21, 0.23, 0.20, 0.23, 0.23, 0.22, 0.21, 0.21, 0.21],
  "smiles": "Oc1cccc(Cc2ccc([C@@H]3NN[C@@H]4c5ccsc5C[C@@H]43)cc2)c1",
  "gap_ev": 8.814,
  "lumo_ev": 0.6,
  "homo_ev": -8.26,
  "e_above_lowest_kcal_mol": 99.3
}

---

[3]
{
  "formula": "C5H6N",
  "method": "ωB97M-V/def2-TZVPD",
  "symbols": ["C", "C", "C", "C", "C", "N", "H", "H", "H", "H", "H", "H"],
  "xyz": [[-1.101371, -0.386576, 0.529172], [0.362872, -0.128523, 0.141547], [0.802326, -0.386248, -1.272382], [2.045864, 0.345760, -1.413146], [2.020432, 1.405808, -0.741837], [0.608873, 1.050920, -0.803124], [-1.174542, -1.280443, 1.316167], [-1.617453, -0.609460, -0.463158], [-1.504866, 0.437243, 1.129526], [1.153703, -0.432133, 0.926938], [0.234216, -0.798445, -2.032170], [2.542381, 2.266670, -0.371238]],
  "atomic_forces_ev_per_a": [[0.52, -1.80, 0.17], [0.78, -1.55, 1.82], [1.37, 0.72, 1.04], [-0.68, -2.91, -0.77], [1.63, 2.53, 0.68], [-1.64, 0.23, 0.61], [0.34, 1.59, -2.16], [-0.07, 0.38, 1.79], [-0.03, 0.14, -0.70], [-1.11, 1.25, -1.29], [-0.95, -0.63, -1.49], [-0.15, 0.04, 0.31]],
  "nbo_charge": [-0.66, -0.03, -0.05, 0.29, -0.03, -0.16, 0.28, 0.24, 0.27, 0.26, 0.28, 0.31],
  "smiles": "C[C@H]1[C@@H]2C3=C[N@+]312",
  "total_charge": 1,
  "gap_ev": 9.647,
  "lumo_ev": -6.4,
  "homo_ev": -16.06,
  "e_above_lowest_kcal_mol": 155.4
}

---

[4]
{
  "formula": "C4H9BOS",
  "method": "ωB97M-V/def2-TZVPD",
  "symbols": ["C", "B", "O", "C", "C", "C", "S", "H", "H", "H", "H", "H", "H", "H", "H", "H"],
  "xyz": [[-2.683928, -0.424669, -0.050982], [-1.107294, -0.174551, -0.043401], [-0.271279, -1.189899, 0.177184], [1.132014, -1.095856, 0.318109], [1.702293, 0.084435, -0.449476], [1.216093, 1.382863, 0.214349], [-0.601458, 1.631860, -0.073418], [-3.030953, -1.089675, -0.733476], [-3.066985, 0.447845, -0.452011], [-3.041583, -0.790183, 0.947398], [1.484560, -1.999751, -0.139245], [1.423037, -0.941870, 1.346776], [2.748803, 0.144255, -0.309690], [1.347480, 0.170881, -1.555505], [1.253283, 1.592366, 1.234889], [1.495918, 2.251942, -0.431499]],
  "atomic_forces_ev_per_a": [[2.25, -0.03, 2.25], [-1.33, 1.21, 0.60], [0.15, -0.49, 0.29], [0.09, 0.72, -1.56], [-1.89, 1.45, -0.17], [-1.82, 1.45, -3.68], [-0.32, -1.72, -0.03], [-0.59, -2.71, -2.07], [-1.46, 2.22, 0.21], [0.14, 0.90, -0.78], [0.56, -0.66, 0.37], [-0.04, -0.52, 0.47], [1.36, -0.51, -0.45], [0.92, -0.55, 1.85], [1.17, -0.15, 1.64], [0.82, -0.61, 1.05]],
  "nbo_charge": [-0.97, 0.75, -0.69, -0.06, -0.44, -0.50, -0.05, 0.23, 0.23, 0.24, 0.19, 0.18, 0.22, 0.22, 0.22, 0.22],
  "smiles": "CB1OCCCS1",
  "gap_ev": 9.691,
  "lumo_ev": 0.7,
  "homo_ev": -9.03,
  "e_above_lowest_kcal_mol": 6.9
}

---

[5]
{
  "formula": "C24H31N5O5",
  "method": "ωB97M-V/def2-TZVPD",
  "symbols": ["C", "C", "O", "C", "C", "C", "C", "C", "C", "C", "C", "O", "N", "C", "C", "O", "C", "N", "C", "C", "O", "C", "C", "O", "C", "N", "N", "N", "C", "C", "C", "C", "C", "C", "H", "H", "H", "H", "H", "H", "H", "H", "H", "H", "H", "H", "H", "H", "H", "H", "H", "H", "H", "H", "H", "H", "H", "H", "H", "H", "H", "H", "H", "H", "H"],
  "xyz": [[-0.848818, -2.550534, 2.837328], [-2.040567, -1.614243, 3.012594], [-2.172903, -0.732981, 1.908804], [-2.566403, -1.248551, 0.705479], [-3.612330, -2.152767, 0.556419], [-3.971448, -2.601723, -0.700932], [-3.286257, -2.168486, -1.822692], [-2.241891, -1.272057, -1.682734], [-1.880324, -0.794606, -0.431516], [-0.707380, 0.128971, -0.214721], [0.487397, -0.249709, -1.113682], [1.061139, 0.547305, -1.825810], [0.830543, -1.542382, -0.997586], [2.025795, -2.110461, -1.576108], [2.644166, -3.069532, -0.552735], [1.734462, -4.063726, -0.133251], [1.519614, -5.098739, -1.061463], [-1.005974, 1.541504, -0.352410], [-1.726563, 1.988641, -1.528033], [-3.256653, 1.961179, -1.338450], [-3.727923, 2.647763, -0.212172], [-3.641947, 4.054545, -0.290873], [-0.465392, 2.489400, 0.437945], [-0.567942, 3.681776, 0.212212], [0.289148, 2.034668, 1.700134], [1.473888, 1.283786, 1.406383], [1.633935, 0.021705, 1.822598], [2.731960, -0.456852, 1.393530], [3.360484, 0.492016, 0.645696], [4.562149, 0.478734, -0.063629], [4.891409, 1.621619, -0.749526], [4.065828, 2.757752, -0.747111], [2.879148, 2.797291, -0.055373], [2.538705, 1.644923, 0.642394], [-1.004173, -3.208046, 1.983504], [0.062302, -1.976782, 2.676642], [-0.726963, -3.160471, 3.727572], [-2.960293, -2.185614, 3.179375], [-1.884610, -0.954047, 3.869179], [-4.155171, -2.501317, 1.421483], [-4.790107, -3.298240, -0.802118], [-3.560762, -2.530290, -2.801460], [-1.691703, -0.946967, -2.553430], [-0.396559, -0.053961, 0.817552], [0.360370, -2.136796, -0.329619], [2.717681, -1.298703, -1.811632], [1.778421, -2.637598, -2.505493], [3.552403, -3.525020, -0.969699], [2.894104, -2.507801, 0.352892], [0.984334, -4.752088, -1.952381], [0.912859, -5.845034, -0.551793], [2.467384, -5.553673, -1.372145], [-1.459095, 1.360738, -2.378213], [-1.400553, 3.011192, -1.732189], [-3.711558, 2.366788, -2.256919], [-3.599517, 0.933224, -1.200441], [-4.207469, 4.437343, 0.556604], [-4.089013, 4.421681, -1.222780], [-2.607644, 4.402007, -0.219342], [-0.357851, 1.422770, 2.334233], [0.559111, 2.949756, 2.238904], [5.189576, -0.398246, -0.066989], [5.809798, 1.654286, -1.317078], [4.375817, 3.622549, -1.314178], [2.233643, 3.660726, -0.063676]],
  "atomic_forces_ev_per_a": [[-0.28, 0.29, -0.07], [0.29, -0.41, 0.33], [-0.23, 0.24, -0.33], [0.12, 0.04, -0.38], [0.01, 0.06, 0.29], [0.03, 0.00, 0.01], [0.01, 0.04, -0.16], [-0.09, -0.07, 0.13], [-0.02, -0.07, 0.42], [0.21, 0.10, 0.11], [-0.31, -0.23, 0.24], [0.10, 0.26, -0.21], [0.14, -0.37, 0.10], [0.13, -0.24, 0.09], [0.14, 0.35, -0.13], [-0.13, 0.00, 0.18], [-0.05, -0.04, -0.05], [-0.20, -0.23, -0.12], [-0.45, 0.31, -0.04], [0.14, -0.17, -0.14], [0.05, -0.06, 0.16], [0.06, 0.11, 0.00], [0.17, -0.12, 0.34], [0.12, 0.27, 0.15], [-0.36, 0.39, 0.14], [0.68, 0.05, -0.35], [-0.59, -0.27, 0.63], [0.29, -0.45, 0.19], [-0.49, 1.17, -0.17], [-0.07, -0.02, 0.04], [0.20, -0.18, -0.08], [-0.15, 0.12, 0.06], [-0.03, 0.19, -0.05], [0.60, -0.71, 0.03], [0.01, -0.11, -0.05], [0.06, 0.04, 0.01], [0.03, -0.12, 0.09], [0.04, 0.13, 0.00], [-0.09, -0.10, -0.06], [-0.04, -0.01, 0.09], [-0.07, -0.06, 0.00], [-0.03, -0.03, -0.09], [0.09, 0.03, -0.11], [-0.05, 0.03, -0.34], [-0.12, 0.12, -0.01], [-0.01, -0.09, -0.01], [0.12, 0.08, 0.01], [-0.04, -0.01, 0.01], [0.04, -0.12, -0.23], [0.01, -0.03, 0.00], [0.00, -0.04, -0.09], [-0.02, 0.00, 0.00], [0.03, 0.04, -0.03], [0.00, -0.20, -0.09], [0.02, -0.06, 0.05], [0.02, 0.13, -0.14], [-0.01, 0.09, -0.04], [-0.04, 0.01, 0.01], [-0.11, 0.00, -0.04], [0.12, 0.00, -0.06], [-0.11, -0.17, -0.12], [0.11, -0.08, -0.01], [0.07, -0.01, -0.03], [0.01, 0.08, -0.04], [-0.07, 0.13, -0.04]],
  "nbo_charge": [-0.65, -0.05, -0.52, 0.30, -0.28, -0.17, -0.24, -0.20, -0.01, -0.22, 0.68, -0.63, -0.62, -0.25, -0.09, -0.55, -0.25, -0.42, -0.26, -0.07, -0.54, -0.27, 0.70, -0.64, -0.32, -0.20, -0.04, -0.24, 0.03, -0.19, -0.22, -0.19, -0.23, 0.16, 0.21, 0.23, 0.22, 0.17, 0.19, 0.22, 0.22, 0.22, 0.22, 0.28, 0.41, 0.23, 0.19, 0.17, 0.23, 0.16, 0.20, 0.17, 0.21, 0.24, 0.16, 0.19, 0.19, 0.16, 0.20, 0.25, 0.24, 0.22, 0.22, 0.22, 0.24],
  "smiles": "CCOc1ccccc1[C@@H](C(=O)NCCOC)N(CCOC)C(=O)Cn1nnc2ccccc21",
  "gap_ev": 9.449,
  "lumo_ev": 0.6,
  "homo_ev": -8.85,
  "e_above_lowest_kcal_mol": 59.6
}

---

[6]
{
  "formula": "C8H16N2",
  "method": "ωB97M-V/def2-TZVPD",
  "symbols": ["C", "C", "N", "C", "C", "C", "C", "N", "C", "C", "H", "H", "H", "H", "H", "H", "H", "H", "H", "H", "H", "H", "H", "H", "H", "H"],
  "xyz": [[-0.877250, 1.538397, 2.161248], [-0.426184, 1.605047, 0.687863], [-0.113437, 0.222850, 0.064627], [1.313050, -0.276814, 0.495327], [1.630065, -1.743896, 0.266744], [-1.096284, -0.711944, 0.560100], [-1.714129, -1.311741, -0.428695], [-1.130780, -0.881343, -1.632209], [-0.234285, 0.023339, -1.389758], [0.689744, 0.498992, -2.374950], [-1.848019, 1.246466, 2.218004], [-0.320547, 0.862423, 2.929105], [-0.925941, 2.585074, 2.739523], [0.457754, 2.287420, 0.580002], [-1.299553, 2.082787, 0.296966], [2.021024, 0.326014, 0.031837], [1.264693, 0.019328, 1.470598], [1.057127, -2.463760, 0.956188], [1.455948, -2.050890, -0.861450], [2.683614, -1.829198, 0.594960], [-1.554770, -0.658764, 1.534993], [-2.368890, -2.144612, -0.317090], [-1.327083, -1.136003, -2.645485], [0.264449, 1.510098, -2.840999], [0.719476, -0.204847, -3.254312], [1.680208, 0.605577, -1.843139]],
  "atomic_forces_ev_per_a": [[3.26, 1.19, 3.04], [1.15, 1.85, 1.64], [-0.72, -0.55, -0.62], [-0.95, -1.50, -0.91], [-1.19, -1.21, -0.51], [-1.45, 0.24, 0.64], [0.24, -1.02, -0.18], [0.17, 0.57, -1.22], [-0.19, -0.60, 0.15], [0.39, 1.99, -1.58], [-2.97, -0.97, 0.01], [-0.47, 1.11, -1.63], [0.60, -1.95, -1.88], [-0.64, -0.96, -0.25], [-0.29, -0.12, -1.52], [1.00, 1.33, -1.06], [0.28, 0.32, 2.88], [0.66, 1.18, -1.16], [0.74, 0.43, 2.31], [-0.36, -0.17, -0.66], [0.90, -0.22, 0.35], [-0.79, -0.14, -0.42], [-0.01, -0.06, 1.75], [1.24, -1.67, 1.13], [0.27, 0.64, 0.98], [-0.88, 0.30, -1.29]],
  "nbo_charge": [-0.67, -0.23, -0.30, -0.16, -0.67, -0.02, -0.01, -0.44, 0.65, -0.74, 0.22, 0.25, 0.32, 0.27, 0.27, 0.23, 0.24, 0.26, 0.23, 0.30, 0.30, 0.30, 0.50, 0.34, 0.30, 0.29],
  "smiles": "CC[N+]1(CC)C=C[NH+]=C1C",
  "total_charge": 2,
  "gap_ev": 9.786,
  "lumo_ev": -9.5,
  "homo_ev": -19.30,
  "e_above_lowest_kcal_mol": 51.0
}